A molecular structure, C32H26CaIN2OS6Sb in a non-equilibrium geometry. Source: the Open Molecules 2025 dataset; level of theory: ωB97M-V/def2-TZVPD.

Structure (XYZ):
```
70
Properties=species:S:1:pos:R:3:forces:R:3
Ca 2.335576 0.650166 0.601491 -0.027 -0.301 0.234
S -0.111724 0.420525 5.377007 -0.435 0.749 -0.200
C -1.428460 1.107665 4.420542 1.111 -1.251 -0.856
C -2.772718 1.221757 4.719201 0.544 0.712 -1.816
C -3.605408 1.763739 3.760106 -1.611 0.317 0.870
C -3.193009 2.047170 2.466287 0.103 0.941 0.201
C -1.878428 1.824853 2.132345 1.514 -0.159 0.196
C -0.943613 1.332830 3.092177 -0.290 0.271 0.657
N 0.429815 1.100119 2.908065 0.283 -0.272 2.108
C 1.013283 0.704290 4.064704 -1.328 0.069 -2.476
C 2.425663 0.318937 4.173797 1.626 0.166 0.329
C 3.099043 0.334764 5.458553 -2.011 0.325 -1.234
C 4.394729 -0.017705 5.593733 0.949 -0.412 -0.435
C 5.078519 -0.386286 4.434277 1.763 -1.148 0.734
C 4.470161 -0.373090 3.208040 -0.359 -0.121 -0.269
C 3.133774 -0.011619 2.968348 -0.890 0.778 1.132
H -3.236331 0.902284 5.583502 -0.390 -0.430 2.094
H -4.618596 2.044160 4.144914 0.734 -0.454 -0.817
H -3.829586 2.636908 1.795032 0.176 -0.624 0.125
H -1.501326 2.145367 1.173350 0.096 -0.153 -0.269
H 2.614428 0.655807 6.357180 -0.719 0.169 0.340
H 4.855219 -0.044057 6.573895 0.107 0.067 -0.069
H 6.118269 -0.821901 4.528362 -1.086 0.764 -0.151
H 5.034671 -0.717093 2.363431 0.463 -0.056 -0.412
S 4.555313 4.159152 -2.728091 -0.473 -0.509 0.141
Sb 3.051304 2.427203 -2.301501 -0.295 1.253 -1.562
S 4.111935 0.554318 -1.518391 0.344 -1.032 0.647
S 1.532625 3.039200 -0.585909 0.496 0.273 0.641
S 1.722350 1.783362 -4.168501 0.227 0.068 0.607
I 3.766310 -5.394090 -1.920537 -0.172 -0.100 0.424
C 3.077325 -4.323791 -0.222970 0.317 0.377 -1.874
C 2.401036 -4.898206 0.818481 -0.299 -0.438 0.075
C 1.930269 -4.091631 1.831717 0.235 0.742 -0.136
C 2.117947 -2.694170 1.684855 -0.595 -0.736 1.041
N 2.748093 -2.172746 0.662112 0.237 0.231 -0.848
C 3.194040 -2.953417 -0.330710 0.251 0.997 0.709
H 2.146099 -5.946068 0.773309 0.286 -0.216 0.267
H 1.471864 -4.591416 2.676336 -0.278 0.505 0.065
H 1.716974 -1.932666 2.370058 0.238 -0.680 0.027
H 3.625245 -2.371921 -1.160600 -0.015 -0.647 0.203
O 0.536083 -0.752829 0.073625 -1.090 -0.249 -0.102
S -0.734517 -0.767791 -0.785514 1.402 0.944 -0.131
C -0.156859 -1.644839 -2.286268 -1.740 2.425 -1.398
C -1.310456 -1.595802 -3.301716 -0.336 0.014 1.276
C -2.536251 -2.195059 -3.040237 -2.324 -0.742 -0.482
C -3.728851 -1.944398 -3.799660 1.403 0.544 -0.604
C -3.696685 -0.967853 -4.803399 -0.345 -0.956 0.115
C -2.484988 -0.388522 -5.042526 1.018 -0.245 0.399
C -1.323576 -0.706719 -4.335553 0.847 1.570 -0.878
C -0.620388 0.913514 -1.509226 2.214 -1.967 0.272
C -1.738496 1.683890 -1.952346 0.121 0.714 -0.580
C -1.432856 2.971138 -2.417493 -1.303 0.800 -0.824
C -2.419063 3.757875 -3.041574 1.688 -0.461 0.335
C -3.701220 3.217955 -3.104646 -1.192 1.204 -1.324
C -3.966478 1.925297 -2.685559 -0.522 -1.075 0.788
C -2.963530 1.107335 -2.127515 -1.092 1.598 -0.280
H 0.048820 -2.583581 -1.978810 0.615 -3.289 1.043
H 0.768159 -1.171749 -2.617682 -0.094 0.252 -0.092
H -2.678908 -2.884013 -2.226963 0.322 -0.326 0.333
H -4.651506 -2.500506 -3.796960 -0.011 -0.403 1.024
H -4.567434 -0.732158 -5.450593 0.584 -0.188 0.708
H -2.409500 0.336701 -5.787785 0.203 1.179 -1.117
H -0.400784 -0.128206 -4.514069 -0.430 -0.213 -0.172
H 0.067250 0.706625 -2.351713 -0.158 0.495 -0.070
H 0.088620 1.439548 -0.842954 -0.579 0.028 0.127
H -0.436093 3.366752 -2.408148 0.424 -0.262 0.288
H -2.011205 4.703063 -3.511394 -1.225 -1.015 0.616
H -4.507425 3.825089 -3.611700 0.777 -0.811 0.707
H -4.979734 1.491360 -2.701441 0.414 0.479 -0.364
H -3.104798 0.085202 -1.818186 -0.423 -0.072 -0.058
```
Forces are in eV/Å.

net charge: -2
F_max: 0.0682 Eh/bohr
molecular weight: 935.72 u
gap between HOMO and LUMO: 4.753 eV

Atom charges from the Mulliken analysis, given in e for atoms 1 to 6: 0.459, -0.302, 0.692, -0.666, -0.272, -0.623

A molecular structure, C32H26F3I2MnN3O6PS2. Source: the Open Molecules 2025 dataset; level of theory: ωB97M-V/def2-TZVPD.

Structure (XYZ):
```
76
Properties=species:S:1:pos:R:3:forces:R:3
Mn 0.240522 0.699062 0.201244 -0.273 -0.498 0.022
I 2.192692 3.423599 -3.731765 -0.081 0.032 -0.057
C 3.189030 2.337781 -2.269597 0.293 0.049 -0.055
C 4.575046 2.510929 -2.113898 -0.038 0.004 -0.031
C 5.274439 1.838873 -1.151496 -0.248 -0.102 0.023
I 7.327302 2.160235 -0.998706 0.123 0.017 0.013
C 4.593669 0.948275 -0.274545 0.210 0.095 -0.031
C 5.197500 0.231998 0.780488 0.035 -0.010 0.019
C 4.436622 -0.558872 1.592886 -0.064 0.049 -0.076
C 3.054254 -0.643413 1.355433 0.113 0.010 0.044
N 2.466005 -0.021358 0.366017 0.104 0.196 0.030
C 3.207431 0.777782 -0.444932 -0.218 -0.050 -0.038
C 2.453002 1.475207 -1.473374 0.037 -0.090 0.118
O 1.194107 1.273901 -1.580511 -0.216 -0.049 -0.005
H 5.090068 3.195414 -2.774157 -0.002 0.013 0.000
H 6.263101 0.331377 0.943953 -0.018 -0.008 0.009
H 4.873642 -1.102281 2.417618 0.011 -0.022 0.037
H 2.425965 -1.229981 2.012992 -0.044 -0.030 0.018
O -2.673883 -1.456363 -1.641459 0.005 -0.009 -0.105
C -2.050968 -1.416480 -0.580804 -0.074 -0.030 0.150
O -0.801412 -1.207461 -0.437613 0.251 0.149 -0.095
C -2.835915 -1.619857 0.716181 -0.012 -0.020 -0.076
C -4.184501 -1.937090 0.614921 -0.006 0.018 0.013
C -4.975543 -2.077751 1.743036 -0.022 0.009 -0.015
C -4.416041 -1.893328 2.997575 0.020 0.009 0.006
C -3.067788 -1.589893 3.112710 -0.061 -0.043 0.067
C -2.265147 -1.458439 1.983641 0.127 0.046 -0.014
P -0.460424 -1.140210 2.128932 0.039 0.036 -0.045
C 0.113384 -2.882625 1.974673 -0.029 0.048 0.025
C -0.339203 -3.871022 2.846685 -0.009 0.025 0.060
C 0.063952 -5.187727 2.697823 0.025 -0.004 -0.011
C 0.919791 -5.535917 1.661707 0.031 -0.022 -0.037
C 1.358245 -4.565366 0.774384 -0.002 -0.004 0.017
C 0.952435 -3.246480 0.926642 0.038 0.050 -0.015
C -0.230742 -0.746259 3.903984 0.028 -0.054 -0.015
C 0.706453 -1.362299 4.730345 -0.072 -0.013 -0.048
C 0.974673 -0.859748 5.997303 -0.005 0.011 0.030
C 0.310654 0.265741 6.457000 -0.023 0.004 -0.004
C -0.612387 0.900221 5.634801 0.038 -0.010 0.006
C -0.868055 0.406127 4.368701 0.018 0.090 -0.020
H -4.591701 -2.060532 -0.379353 -0.011 -0.010 -0.027
H -6.025710 -2.321843 1.643648 -0.022 -0.006 0.002
H -5.022076 -1.985709 3.889950 -0.018 -0.012 0.013
H -2.639548 -1.452286 4.098026 -0.026 -0.018 -0.035
H -1.024167 -3.609211 3.643938 -0.005 0.023 0.035
H -0.294109 -5.944831 3.383148 -0.022 -0.011 0.026
H 1.232438 -6.565450 1.539062 0.007 -0.008 0.002
H 2.011164 -4.830266 -0.046794 0.007 -0.021 -0.022
H 1.265558 -2.498220 0.211698 -0.007 0.016 -0.011
H 1.241337 -2.238620 4.389547 0.002 -0.073 -0.054
H 1.710399 -1.350302 6.622294 0.007 -0.010 0.013
H 0.520064 0.659244 7.443194 0.018 0.006 0.017
H -1.111683 1.800961 5.964771 -0.013 0.027 0.019
H -1.550378 0.947015 3.721436 0.002 -0.016 -0.022
C -4.112662 1.458068 -3.374744 -0.084 0.046 -0.137
N -3.624976 1.295827 -2.029006 -0.012 -0.031 0.208
C -2.422239 1.646575 -1.549832 -0.223 -0.179 0.090
S -2.219163 1.710789 0.138577 0.121 0.094 0.026
N -1.445724 1.932883 -2.413862 0.170 0.215 0.042
C -1.227961 1.178587 -3.640782 0.046 -0.162 -0.062
H -5.168430 1.728624 -3.330553 0.004 -0.013 -0.021
H -4.006915 0.551616 -3.976297 -0.003 0.020 0.020
H -3.576550 2.270294 -3.862572 -0.042 -0.022 0.033
H -4.176365 0.754462 -1.382653 -0.021 0.080 -0.021
H -0.598029 2.301697 -1.995709 -0.002 -0.065 0.010
H -1.830363 0.270578 -3.624560 0.097 0.016 0.017
H -0.179429 0.889202 -3.650331 0.010 0.011 -0.048
H -1.452493 1.763680 -4.534483 0.029 0.003 -0.013
F 1.987090 5.464334 1.838556 0.066 -0.184 0.082
C 2.174560 4.182796 2.194328 0.112 0.139 0.029
F 2.427065 4.152355 3.511069 -0.045 -0.012 -0.110
F 3.263747 3.731450 1.558635 -0.098 0.011 0.017
S 0.687172 3.193514 1.765308 -0.126 -0.392 -0.100
O 0.577496 3.342839 0.328979 0.084 0.360 -0.028
O -0.359853 3.735256 2.583364 0.116 0.117 0.048
O 1.079081 1.809277 2.086818 -0.148 0.169 0.051
```
Forces are in eV/Å.

net charge: -1
F_max: 0.0111 Eh/bohr
expectation value of S²: 8.75
molecular weight: 1009.42 u
spin multiplicity: 6
gap between HOMO and LUMO (alpha / beta): 7.136 / 7.241 eV

Atom charges from the Mulliken analysis, given in e for atoms 1 to 6: 1.969, -0.055, -0.242, -0.375, -0.324, 0.020

A molecular structure, C32H26IN2O5PRhS. Source: the Open Molecules 2025 dataset; level of theory: ωB97M-V/def2-TZVPD.

Structure (XYZ):
```
69
Properties=species:S:1:pos:R:3:forces:R:3
Rh 1.276031 -1.071723 -0.980081 -0.003 -0.221 -0.122
C -1.942419 -4.466158 -0.772446 -0.045 0.033 -0.003
C -1.761701 -3.613779 0.443958 -0.008 -0.043 -0.013
N -2.577180 -3.762354 1.453401 -0.002 0.009 0.070
C -2.368337 -3.073481 2.599204 0.029 0.001 -0.085
C -1.296078 -2.251085 2.794678 -0.041 0.004 0.054
C -1.087853 -1.575886 4.122609 0.019 -0.039 0.016
O -1.109685 -0.150728 4.023973 -0.018 -0.038 0.004
C -0.406522 -2.043295 1.705616 0.053 0.016 -0.049
C 0.833535 -1.349978 1.909911 -0.019 0.096 0.067
N 1.607365 -0.922574 0.976115 0.128 0.045 -0.035
C 2.917938 -0.441933 1.288258 0.083 -0.057 -0.021
C 3.117128 0.606417 2.170242 -0.096 0.022 0.025
C 4.405817 1.036471 2.452248 0.041 -0.013 -0.014
C 5.493788 0.423216 1.851734 -0.047 -0.005 0.003
C 5.302299 -0.625258 0.958657 0.036 0.017 0.008
C 4.018350 -1.047676 0.679856 -0.121 -0.051 -0.050
I 3.676909 -2.614500 -0.678318 0.004 0.051 0.157
C -0.665562 -2.686432 0.485730 0.051 0.067 -0.087
O 0.040335 -2.562080 -0.606129 -0.070 0.055 0.018
H -2.832889 -5.077256 -0.651920 0.005 0.002 0.002
H -1.074134 -5.113179 -0.911400 0.005 -0.002 0.011
H -2.023963 -3.863232 -1.675761 -0.007 0.044 -0.024
H -3.090661 -3.236082 3.390366 -0.015 -0.007 -0.006
H -0.113377 -1.828056 4.544217 -0.001 0.008 0.018
H -1.839012 -1.930241 4.831080 0.002 -0.007 -0.008
H -2.027447 0.121166 3.915395 -0.016 -0.003 0.023
H 1.183648 -1.212715 2.930647 -0.020 -0.006 -0.001
H 2.255533 1.086767 2.617937 0.014 0.022 0.001
H 4.556853 1.857957 3.139102 -0.004 0.002 0.002
H 6.498284 0.759093 2.068965 0.001 0.003 0.000
H 6.149872 -1.101244 0.485496 -0.001 0.001 -0.001
O 3.131756 0.089044 -4.222109 -0.009 -0.016 -0.010
S 2.131877 0.062637 -3.218389 0.057 0.059 0.049
O 2.594330 0.349097 -1.810607 -0.045 -0.008 -0.050
O 1.345953 -1.207668 -3.072195 -0.035 0.033 -0.071
C 0.915107 1.288285 -3.557933 0.003 -0.010 0.006
C 1.003906 2.021070 -4.726615 -0.030 0.019 -0.012
C 0.013328 2.951747 -5.015117 0.016 -0.013 0.012
C -1.050583 3.126357 -4.145093 -0.015 -0.002 0.005
C -1.132081 2.382395 -2.974513 -0.020 0.009 -0.007
C -0.142789 1.458571 -2.663642 0.079 0.006 -0.024
P -0.260598 0.571323 -1.082532 -0.031 -0.006 0.175
C -1.978000 0.049114 -1.000170 -0.025 0.015 -0.049
C -2.364429 -0.934393 -1.913189 0.027 -0.035 0.042
C -3.688958 -1.329011 -1.980979 0.033 -0.038 0.005
C -4.629835 -0.749537 -1.139921 -0.013 0.013 0.011
C -4.252219 0.243111 -0.248214 -0.015 -0.002 0.006
C -2.928851 0.652675 -0.179452 0.018 -0.013 0.002
C 0.079726 1.797896 0.188801 -0.060 -0.031 0.014
C 0.884497 2.898569 -0.097167 0.030 0.009 -0.014
C 1.194336 3.804243 0.906827 0.006 0.010 -0.008
C 0.704726 3.617343 2.191636 -0.009 -0.009 -0.011
C -0.083248 2.510383 2.484400 0.010 0.015 -0.002
C -0.389292 1.598427 1.488035 0.045 0.018 0.034
H 1.836042 1.854266 -5.396466 0.001 0.002 -0.001
H 0.072696 3.532506 -5.925288 -0.004 -0.001 -0.001
H -1.827822 3.842316 -4.375419 0.003 0.004 -0.001
H -1.973002 2.522705 -2.306135 0.004 0.003 0.007
H -1.626019 -1.387744 -2.564576 0.010 -0.030 -0.011
H -3.988453 -2.092255 -2.686447 0.004 -0.006 -0.004
H -5.663048 -1.066541 -1.187252 0.000 -0.001 -0.004
H -4.990606 0.708466 0.390903 -0.001 -0.001 0.001
H -2.648664 1.446418 0.499344 -0.041 -0.010 -0.037
H 1.272149 3.052106 -1.096430 -0.006 -0.007 0.004
H 1.817628 4.658939 0.681044 -0.003 0.003 0.000
H 0.940696 4.333292 2.967948 0.001 0.000 0.003
H -0.451477 2.343506 3.488204 0.024 0.005 -0.010
H -0.985625 0.730212 1.735366 0.056 0.008 -0.009
```
Forces are in eV/Å.

net charge: +1
F_max: 0.0049 Eh/bohr
molecular weight: 811.42 u
gap between HOMO and LUMO: 7.154 eV

Atom charges from the Mulliken analysis, given in e for atoms 1 to 6: 0.412, -1.345, 0.997, -0.620, -1.079, 0.942